(1)
{
  "formula": "C24H37BeClF5N2NaO9S2",
  "method": "ωB97M-V/def2-TZVPD",
  "elements": ["Cl", "S", "S", "Na", "F", "F", "F", "F", "F", "O", "O", "O", "O", "O", "O", "O", "O", "O", "N", "N", "C", "C", "C", "C", "C", "C", "C", "C", "C", "C", "C", "C", "C", "C", "C", "C", "C", "C", "C", "C", "C", "C", "C", "C", "Be", "H", "H", "H", "H", "H", "H", "H", "H", "H", "H", "H", "H", "H", "H", "H", "H", "H", "H", "H", "H", "H", "H", "H", "H", "H", "H", "H", "H", "H", "H", "H", "H", "H", "H", "H", "H", "H"],
  "xyz": [[-6.72169, -2.65896, -0.22530], [-2.87548, 1.67901, -3.08063], [-4.00366, -0.84668, -2.62517], [-2.44644, -1.66465, -5.69441], [-3.29004, 5.47650, -2.25959], [3.47180, -2.15699, 2.74220], [5.00897, -0.90273, 1.89155], [1.58389, 0.48037, -0.65120], [4.14806, -0.41131, 3.81473], [3.18415, -0.61645, -0.74444], [-1.74765, 0.80260, -3.59100], [6.79669, -1.58801, 3.83227], [-3.82120, -1.16213, -4.11580], [-3.22680, 2.63248, -4.21636], [-2.89545, -1.80011, -0.23817], [-1.86597, 4.11076, -2.18759], [5.46988, -3.37853, 4.19751], [-5.33075, -1.51888, -2.23034], [-4.24059, 0.82647, -2.49642], [-5.64597, -3.50241, 2.72718], [-4.66281, 1.25732, 1.61188], [-0.68697, 4.20274, -2.98927], [4.68881, -2.47645, -1.07674], [-3.00581, -0.67881, 0.65479], [0.71472, 0.15535, 2.07272], [-3.50529, 1.69661, 2.54262], [0.13038, -1.52667, 0.19503], [-2.56419, -1.39528, -1.58446], [0.68161, 3.54190, -2.69551], [7.87535, -2.26069, 4.50234], [0.43614, 5.30102, -5.24515], [8.48626, -3.33103, 3.61779], [1.76735, 4.57998, -4.89860], [3.97377, -1.29787, -1.71267], [-4.40208, 0.05013, 0.67559], [1.94150, 3.69356, -3.61990], [-0.76887, 5.09873, -4.27719], [5.63717, -2.27150, 3.75138], [4.56760, -1.44057, 3.04974], [-6.08097, 1.99195, 1.58702], [-2.11195, 0.96811, 2.52105], [-1.81056, -0.25010, 1.56412], [-2.11986, 2.77288, -1.73891], [-0.38275, -0.96229, 1.60621], [-7.00945, -0.61014, -1.49551], [-0.42928, -1.76936, 2.43191], [-2.89707, 2.86379, -0.88549], [-1.20426, 2.26478, -1.25143], [1.77660, -0.11701, 1.76859], [-5.78110, -3.14284, 1.77050], [-3.67961, 2.55800, 3.26387], [-1.34835, 1.37745, 3.26825], [7.53682, -2.66801, 5.45943], [-6.52385, 1.88743, 2.65093], [0.59903, 0.44607, 3.17785], [-5.27482, -0.27754, 0.00853], [0.43853, 1.10194, 1.46613], [0.77691, 2.90010, -1.74691], [-6.09034, -2.86727, 3.39510], [-0.47299, -2.49073, -0.01782], [8.62871, -1.50131, 4.72535], [5.29431, -3.01037, -1.81489], [-6.06886, -4.43057, 2.80474], [0.11159, -0.77510, -0.66084], [2.92714, 3.17619, -3.35848], [5.33940, -2.14203, -0.26420], [-2.07931, -2.30840, -2.08953], [4.69196, -0.59042, -2.14099], [1.22266, -1.88017, 0.33253], [3.77943, -0.30791, -0.04686], [9.34594, -3.79223, 4.10659], [2.65445, 4.68268, -5.60285], [8.80472, -2.90226, 2.66412], [-1.75133, -0.57594, -1.48930], [-4.64412, -3.56474, 2.92972], [-1.73925, 5.62800, -4.54179], [0.37192, 5.95179, -6.18117], [-6.73337, 1.48423, 0.79191], [-5.96261, 3.11207, 1.37447], [3.96739, -3.17330, -0.64095], [3.30872, -1.63957, -2.50950], [7.76345, -4.11665, 3.38504]],
  "forces_ev_per_angstrom": [[-0.9, 1.0, 0.2], [1.7, 2.1, -5.3], [-2.7, 2.8, -3.9], [0.0, 0.6, 0.4], [-1.4, 1.3, 0.1], [0.8, -0.1, 0.4], [0.3, -0.3, 0.6], [-3.0, 2.6, 0.0], [0.5, -0.5, 0.1], [2.7, -2.2, -0.4], [-2.2, 0.2, 1.9], [-1.0, 0.0, -0.2], [0.6, -0.4, 3.3], [-0.2, -2.6, 3.7], [-0.3, 1.8, -0.5], [3.2, -3.4, -1.0], [-0.4, 0.9, -0.5], [1.5, 2.2, 0.3], [1.8, -2.2, 0.1], [0.2, -0.2, 0.5], [3.0, -1.8, -0.4], [3.5, 1.3, -3.6], [0.1, -0.2, -0.1], [-0.9, 2.7, 2.1], [-1.2, 0.9, -0.5], [0.8, -3.0, -2.2], [-0.4, -1.8, 0.8], [2.2, -1.1, 1.3], [-0.2, 1.2, -1.6], [0.6, -0.4, 0.2], [0.4, -2.7, 3.9], [-0.2, -0.2, -0.3], [-2.0, -0.6, 2.1], [0.2, 0.2, 0.7], [2.4, 1.6, 2.5], [-4.3, 2.3, -1.2], [2.4, -1.1, 0.2], [1.5, -0.8, 0.9], [-1.6, 1.0, -1.0], [1.1, -0.5, 0.7], [-3.3, -0.6, -1.8], [-3.2, 1.7, 0.2], [-0.7, 0.5, 2.6], [0.7, 1.2, 0.1], [2.4, -2.4, 0.2], [0.0, 1.0, -1.5], [1.0, -0.1, -1.6], [-1.2, 0.4, -1.2], [-1.6, 0.2, 0.5], [-0.3, 0.3, -0.8], [0.4, -1.3, -1.1], [-1.1, -0.9, -1.5], [-0.2, 0.0, -0.2], [0.4, 0.1, -1.9], [0.4, -0.7, -1.4], [1.8, 0.3, 1.1], [0.8, -1.5, 0.9], [0.0, 0.9, -1.7], [0.1, 0.0, -0.2], [0.8, 1.4, 0.1], [-0.3, 0.1, -0.2], [0.1, -0.1, 0.1], [0.0, 0.2, -0.1], [0.2, -0.8, 1.4], [-1.8, 0.9, -0.4], [0.0, 0.0, -0.1], [-1.0, 1.3, 0.6], [0.1, -0.1, -0.2], [-1.7, 0.9, -0.3], [-0.2, 0.1, -0.2], [0.0, 0.1, 0.0], [-1.3, -0.1, 1.1], [0.1, 0.0, 0.1], [-1.7, -0.9, -0.9], [-0.1, 0.1, -0.1], [1.3, -0.9, 0.7], [-0.1, -1.1, 1.6], [0.8, 0.9, 1.2], [-0.2, -1.7, 0.1], [0.0, 0.1, -0.1], [-0.1, 0.1, 0.1], [0.1, 0.1, 0.2]],
  "e_homo_ha": -0.2117
}


(2)
{
  "formula": "C11H9GaNO4",
  "method": "ωB97M-V/def2-TZVPD",
  "elements": ["Ga", "O", "O", "O", "O", "N", "C", "C", "C", "C", "C", "C", "C", "C", "C", "C", "C", "H", "H", "H", "H", "H", "H", "H", "H", "H"],
  "xyz": [[-0.03322, 0.13792, -0.31137], [0.08441, -3.13991, -1.12689], [-2.98211, 0.32328, -0.87900], [2.92283, 0.12054, -0.90220], [-0.03420, 3.39351, -0.39192], [-0.01263, 0.09125, 1.80982], [-1.83246, 0.13972, -0.82488], [0.06313, -0.65978, 4.52388], [-0.95954, -1.10596, 3.67574], [1.02666, 0.21688, 3.98887], [-0.06834, -2.02511, -1.35056], [0.94992, 0.60093, 2.62970], [-0.02237, 2.30868, -0.77185], [-0.94706, -0.75209, 2.31699], [-0.02689, -0.27312, -5.00296], [-0.01730, 1.07148, -4.94559], [1.76176, 0.02714, -0.81657], [-0.94837, -0.86044, -4.91352], [-0.93205, 1.65511, -4.84533], [0.90538, 1.64482, -4.85294], [1.67421, 1.29108, 2.18236], [0.09079, -0.98618, 5.56810], [0.88636, -0.87599, -4.92827], [-1.74740, -1.79120, 3.98773], [-1.66477, -1.11722, 1.57756], [1.86326, 0.56467, 4.60309]],
  "forces_ev_per_angstrom": [[0.1, 0.1, 3.1], [-0.6, 4.0, -1.3], [6.6, -1.3, 0.1], [-7.0, -0.8, 0.3], [0.0, -4.4, -2.1], [0.1, -0.2, -1.5], [-10.1, 1.4, -0.9], [-0.1, 0.3, -0.6], [-0.1, -0.1, -1.2], [-0.2, 0.0, -0.9], [0.7, -4.6, 1.5], [0.4, -0.3, 0.8], [0.0, 5.0, 2.3], [0.0, -0.1, 0.8], [0.0, -0.3, 1.4], [0.0, -0.1, 1.0], [10.5, 0.8, -1.3], [0.2, 0.4, -0.6], [0.1, -0.2, -0.5], [-0.1, -0.2, -0.5], [-0.2, -0.3, 0.3], [0.1, 0.2, -0.4], [-0.2, 0.4, -0.6], [0.2, 0.2, 0.2], [-0.1, -0.2, 0.6], [-0.4, 0.1, -0.3]],
  "charge": 3,
  "e_homo_ha": -0.6900
}


(3)
{
  "formula": "C4H7ClN2S",
  "method": "ωB97M-V/def2-TZVPD",
  "elements": ["Cl", "S", "N", "N", "C", "C", "C", "C", "H", "H", "H", "H", "H", "H", "H"],
  "xyz": [[2.57192, 0.10173, 2.32714], [0.51161, -2.06208, 2.12810], [0.73713, -2.22173, 0.37146], [0.29887, -1.21543, -0.17977], [0.19683, -0.03249, -0.29081], [-0.44441, 1.03804, -0.95075], [0.81281, -0.27130, 2.32350], [-1.26818, 0.32893, -2.09680], [-0.40796, -0.16653, -2.42045], [-0.98251, 1.73120, -0.27363], [0.70021, -0.06288, 3.32558], [0.47337, 0.29036, 1.52073], [-1.96434, -0.30038, -1.58871], [-1.57509, 1.06291, -2.82985], [0.33974, 1.77964, -1.36573]],
  "forces_ev_per_angstrom": [[1.0, 0.2, -0.6], [-0.2, 1.0, -0.6], [0.1, -1.9, 1.2], [0.3, 2.3, 0.3], [0.7, -1.2, -0.2], [-0.4, 3.0, -1.1], [2.6, -3.4, 0.3], [1.2, 2.4, 1.5], [0.4, -1.7, -1.7], [-0.2, -0.8, -0.1], [-1.9, 0.8, 1.8], [-1.4, 1.4, -0.7], [-0.8, -0.4, -0.4], [-0.6, -0.2, -0.1], [-1.0, -1.3, 0.3]],
  "e_homo_ha": [-0.2948, -0.2948],
  "e_above_lowest_ev": 4.7258
}


(4)
{
  "formula": "C23H31HfN2O4",
  "method": "ωB97M-V/def2-TZVPD",
  "elements": ["Hf", "O", "O", "O", "O", "N", "N", "C", "C", "C", "C", "C", "C", "C", "C", "C", "C", "C", "C", "C", "C", "C", "C", "C", "C", "C", "C", "C", "C", "C", "H", "H", "H", "H", "H", "H", "H", "H", "H", "H", "H", "H", "H", "H", "H", "H", "H", "H", "H", "H", "H", "H", "H", "H", "H", "H", "H", "H", "H", "H", "H"],
  "xyz": [[-0.67720, -0.27542, 0.27614], [3.41070, 4.11191, -0.98734], [2.87651, -0.12512, 1.13314], [-2.46507, 0.13535, -0.21768], [-0.52649, 1.78337, -0.99634], [1.50263, 2.91215, -1.12847], [1.24198, 0.88053, -0.00033], [-4.66012, -1.82617, -2.18637], [2.85301, 3.04144, -0.78120], [-1.17584, 1.12141, 2.41984], [5.35582, 1.36078, 1.62887], [4.44462, 2.35126, 0.94606], [2.55783, 0.79197, 0.37057], [0.01171, 0.33581, 2.58066], [-3.55261, 0.92854, -0.71521], [4.28048, 1.14744, -1.43251], [-5.13733, -1.18013, -0.94917], [-2.27973, 0.23174, 2.32000], [-0.36927, -1.04201, 2.57757], [-0.92487, -1.93314, -1.67441], [0.70584, 1.87544, -0.73132], [0.45029, -1.67064, -1.36536], [-4.98829, 0.31133, -0.85642], [-0.46590, -2.88899, 0.37471], [-1.48164, -2.69825, -0.60350], [-5.10081, -1.90941, 0.33070], [-1.79313, -1.10275, 2.39175], [0.72933, -2.24647, -0.07671], [3.55821, 1.80431, -0.21207], [4.96211, -0.19040, -1.21457], [6.27277, 1.19794, 1.05656], [-5.41491, 0.73777, -1.78567], [-3.89918, -1.20340, -2.69839], [4.23428, -0.99612, -1.05739], [-0.55608, -3.54341, 1.23913], [-4.20863, -2.56966, 0.39427], [1.07340, 3.71810, -1.58116], [3.50479, 1.02616, -2.20934], [-3.19485, 1.29991, -1.67881], [-5.62130, 0.66009, -0.01871], [-3.60579, 1.78453, -0.03070], [1.71745, -2.34658, 0.36664], [-1.40792, -1.75316, -2.63450], [5.62759, 1.76040, 2.60800], [-5.46490, -1.99880, -2.92669], [0.99061, 0.71558, 2.87743], [-4.99710, -1.22084, 1.18577], [5.53845, -0.43436, -2.11356], [-5.99526, -2.53699, 0.51098], [4.80827, 0.41990, 1.77058], [-2.42042, -1.99295, 2.44375], [5.64413, -0.15572, -0.35973], [0.28593, -1.86764, 2.84088], [5.02098, 3.22080, 0.59098], [3.72757, 2.74365, 1.68865], [-1.23793, 2.20946, 2.49631], [-4.18423, -2.79631, -1.96758], [-3.33370, 0.52508, 2.31428], [1.19685, -1.31645, -2.08318], [5.00170, 1.87873, -1.83249], [-2.44533, -3.20153, -0.62736]],
  "forces_ev_per_angstrom": [[-2.2, -0.5, 0.5], [-0.4, -1.3, 0.2], [0.2, 1.1, -0.9], [-1.6, -0.1, -1.2], [1.9, 0.3, 0.3], [0.3, 0.7, -0.2], [0.4, 0.5, -0.3], [0.0, 0.1, -0.2], [-0.2, 1.0, -0.4], [-0.2, -0.5, 0.2], [0.0, -0.4, 0.3], [-0.3, 0.4, -0.2], [-0.7, -1.0, 0.5], [-0.3, -0.5, 1.0], [0.9, 0.3, 0.2], [-0.3, 0.5, -0.2], [-0.6, 1.3, 0.3], [0.6, 0.0, 1.1], [-0.1, 1.0, 0.9], [0.7, -0.9, 0.2], [-0.7, -0.7, 0.0], [-0.2, -0.9, -0.2], [0.0, -1.0, -0.1], [0.3, 0.1, -1.2], [1.1, 0.1, -0.5], [0.0, -0.3, 0.2], [0.2, 0.7, 0.6], [-0.1, -0.9, -0.8], [0.0, 0.2, 0.4], [0.1, -0.3, 0.1], [-0.1, 0.0, 0.1], [0.2, 0.3, 0.3], [0.1, -0.1, -0.2], [0.2, 0.2, 0.1], [0.0, 0.5, 0.0], [0.0, -0.4, 0.3], [0.1, -0.3, 0.2], [0.3, 0.0, 0.1], [-0.2, 0.2, -0.1], [0.3, 0.1, -0.2], [-0.1, 0.3, -0.1], [-0.4, 0.3, 0.1], [0.0, 0.3, 0.5], [0.1, -0.1, 0.0], [0.3, -0.3, -0.2], [-0.3, -0.2, -0.5], [-0.2, -0.1, 0.0], [0.0, 0.0, 0.1], [0.3, -0.2, 0.3], [0.5, 0.2, 0.1], [0.3, 0.3, -0.4], [-0.2, -0.2, -0.3], [-0.1, 0.2, -0.4], [-0.3, -0.3, 0.0], [0.2, -0.1, -0.2], [0.1, -0.4, -0.3], [0.0, -0.2, -0.2], [0.5, -0.2, -0.5], [-0.4, 0.2, 0.5], [-0.2, -0.1, 0.2], [0.0, 0.7, 0.3]],
  "charge": -1,
  "e_homo_ha": -0.0086,
  "e_above_lowest_ev": 0.0000
}


(5)
{
  "formula": "C11H19N2O2ReS4SbSe4Si",
  "method": "ωB97M-V/def2-TZVPD",
  "elements": ["Re", "Sb", "Se", "Se", "Se", "Se", "S", "S", "S", "S", "Si", "O", "O", "N", "N", "C", "C", "C", "C", "C", "C", "C", "C", "C", "C", "C", "H", "H", "H", "H", "H", "H", "H", "H", "H", "H", "H", "H", "H", "H", "H", "H", "H", "H", "H"],
  "xyz": [[0.53228, -0.28985, -0.33367], [1.06389, 0.22437, 3.37280], [1.11328, 2.41424, 4.17436], [-0.99502, 0.34752, 1.47551], [1.08338, -1.95886, 4.19491], [2.31664, 0.21432, 1.03941], [-0.73642, -3.36648, 1.06022], [-2.65934, -1.02971, 1.98988], [-2.50829, -2.49336, 0.58035], [0.54814, -2.53721, -0.31144], [1.60284, -1.19445, -3.44006], [-0.91098, 0.51837, -1.61461], [-2.33340, 2.09856, -0.85307], [-4.17505, 1.65775, -2.52716], [1.62606, -0.10868, -1.93579], [2.78435, 3.44496, -1.80553], [3.80875, 0.92839, -2.36659], [-0.10938, -1.82596, -3.74384], [-2.94588, 0.81210, -2.72712], [1.95546, 2.33033, -1.76866], [2.46537, 1.06906, -2.04314], [2.05103, -0.17197, -4.90619], [2.83317, -2.53658, -3.18402], [-1.98921, 1.20551, -1.60297], [4.63946, 2.04042, -2.38973], [4.12975, 3.30301, -2.11286], [1.41746, 0.71869, -4.97522], [-2.49766, 1.03132, -3.69162], [2.37702, 4.42318, -1.58638], [-4.99606, 1.11687, -2.26840], [-3.85094, 2.24245, -1.72109], [-0.60107, -1.17126, -4.46997], [2.54958, -3.41308, -3.77604], [3.82103, -2.21176, -3.52418], [5.69023, 1.91675, -2.62073], [0.90232, 2.44865, -1.55002], [-0.73415, -1.90072, -2.85890], [2.91958, -2.84966, -2.14158], [-4.40392, 2.23764, -3.32989], [-3.18451, -0.24571, -2.68019], [4.77996, 4.16897, -2.13780], [3.09391, 0.15085, -4.91106], [-0.04279, -2.82562, -4.18728], [4.21898, -0.05995, -2.55084], [1.88274, -0.77536, -5.80870]],
  "forces_ev_per_angstrom": [[0.8, -0.7, -1.6], [0.0, 0.0, 0.0], [0.0, 0.0, 0.0], [-0.6, 0.3, 0.6], [0.0, 0.0, 0.0], [0.2, 0.3, 0.3], [0.0, -0.2, 0.1], [-0.1, 0.1, 0.0], [-0.1, 0.0, -0.1], [0.0, 0.7, -0.2], [0.0, 0.6, 0.4], [0.0, 0.0, 0.2], [-0.1, 0.2, 0.0], [0.4, -0.3, -0.1], [0.1, 0.0, 0.0], [0.0, -0.1, 0.0], [0.4, -0.1, 0.0], [-0.4, -0.1, 0.0], [-0.2, 0.0, -0.3], [-0.1, 0.3, 0.0], [-0.4, -0.7, 0.1], [0.1, 0.2, -0.3], [0.3, -0.4, 0.1], [0.2, -0.3, 0.2], [-0.1, -0.1, 0.0], [0.0, 0.0, 0.0], [0.1, -0.1, 0.0], [0.0, 0.0, -0.1], [0.0, 0.0, 0.0], [0.0, 0.0, 0.1], [-0.1, 0.3, 0.3], [0.0, -0.1, 0.1], [0.1, 0.1, 0.1], [-0.1, -0.1, 0.1], [0.0, 0.0, 0.0], [-0.1, 0.0, 0.1], [-0.1, 0.0, 0.1], [0.0, 0.0, 0.0], [0.0, 0.0, 0.0], [-0.1, 0.0, 0.0], [0.0, -0.1, 0.0], [-0.1, 0.0, 0.0], [0.0, 0.1, 0.0], [0.0, 0.1, 0.0], [0.0, 0.1, 0.1]],
  "charge": 1,
  "e_homo_ha": -0.3899,
  "e_above_lowest_ev": 0.2019
}